Formula: C31H77N3O9
Source: OMol25
Level of theory: ωB97M-V/def2-TZVPD

CARTESIAN COORDINATES (ANGSTROEM)
C (-13.50, -21.94, -3.89)
C (-12.90, -22.95, -4.84)
C (-13.71, -23.04, -6.14)
C (-11.46, -22.47, -5.17)
C (-10.48, -22.80, -4.06)
C (-10.50, -24.28, -3.72)
C (-11.89, -24.80, -3.29)
C (-11.85, -26.32, -3.35)
C (-12.23, -24.37, -1.86)
N (-12.85, -24.34, -4.30)
O (-14.17, -24.78, -3.98)
H (-12.87, -21.88, -3.00)
H (-13.60, -20.99, -4.39)
H (-14.48, -22.32, -3.58)
H (-13.42, -22.23, -6.81)
H (-13.46, -23.96, -6.68)
H (-14.79, -23.05, -6.02)
H (-11.15, -22.84, -6.16)
H (-11.51, -21.40, -5.38)
H (-9.45, -22.61, -4.39)
H (-10.67, -22.20, -3.17)
H (-9.83, -24.41, -2.86)
H (-10.14, -24.81, -4.61)
H (-12.79, -26.88, -3.38)
H (-11.32, -26.70, -2.47)
H (-11.33, -26.62, -4.26)
H (-11.43, -24.80, -1.25)
H (-13.15, -24.86, -1.55)
H (-12.29, -23.29, -1.68)
H (-14.41, -25.23, -4.80)
C (-9.74, -28.07, 3.80)
C (-10.68, -28.81, 2.84)
C (-11.69, -29.64, 3.66)
C (-11.48, -27.71, 2.10)
C (-12.13, -28.22, 0.83)
C (-11.01, -28.88, 0.00)
C (-10.40, -30.11, 0.71)
C (-11.39, -31.27, 0.86)
C (-9.27, -30.51, -0.25)
N (-9.80, -29.61, 1.96)
O (-9.11, -30.58, 2.70)
H (-8.94, -27.55, 3.26)
H (-10.19, -27.28, 4.41)
H (-9.17, -28.76, 4.42)
H (-11.28, -30.61, 3.92)
H (-11.93, -29.06, 4.55)
H (-12.66, -29.80, 3.17)
H (-12.24, -27.39, 2.82)
H (-10.87, -26.83, 1.90)
H (-12.94, -28.92, 1.03)
H (-12.54, -27.41, 0.21)
H (-10.21, -28.16, -0.17)
H (-11.42, -29.23, -0.95)
H (-12.31, -31.11, 0.30)
H (-11.74, -31.38, 1.89)
H (-10.98, -32.23, 0.55)
H (-8.67, -29.70, -0.68)
H (-9.68, -30.97, -1.15)
H (-8.55, -31.25, 0.13)
H (-8.18, -30.45, 2.46)
C (-8.53, -25.50, 0.66)
C (-8.33, -24.10, 1.28)
C (-9.40, -23.90, 2.38)
C (-6.94, -24.05, 1.90)
C (-6.44, -22.65, 2.25)
C (-6.53, -21.74, 1.03)
C (-7.93, -21.75, 0.39)
C (-8.88, -20.90, 1.21)
C (-7.66, -21.09, -0.99)
N (-8.43, -23.13, 0.18)
O (-9.62, -23.17, -0.53)
H (-8.39, -26.27, 1.42)
H (-9.52, -25.58, 0.20)
H (-7.76, -25.57, -0.10)
H (-9.17, -23.10, 3.08)
H (-10.37, -23.72, 1.89)
H (-9.66, -24.84, 2.89)
H (-7.01, -24.57, 2.86)
H (-6.17, -24.53, 1.29)
H (-6.98, -22.20, 3.09)
H (-5.43, -22.75, 2.64)
H (-5.71, -21.98, 0.36)
H (-6.29, -20.71, 1.32)
H (-9.91, -20.95, 0.84)
H (-8.64, -19.83, 1.21)
H (-8.90, -21.21, 2.25)
H (-7.16, -20.14, -0.82)
H (-8.54, -21.14, -1.62)
H (-6.97, -21.78, -1.49)
H (-10.36, -23.10, 0.11)
C (-5.46, -30.66, -2.29)
O (-4.96, -31.84, -2.90)
H (-6.54, -30.58, -2.15)
H (-5.01, -30.70, -1.30)
H (-5.13, -29.77, -2.83)
H (-5.21, -31.89, -3.82)
C (-8.41, -27.87, -2.94)
O (-7.35, -27.50, -3.79)
H (-9.23, -27.17, -3.14)
H (-8.84, -28.87, -3.03)
H (-8.10, -27.77, -1.90)
H (-7.67, -27.36, -4.69)
C (-6.42, -24.40, -2.59)
O (-5.66, -25.40, -3.29)
H (-5.81, -23.88, -1.86)
H (-6.74, -23.75, -3.42)
H (-7.38, -24.82, -2.27)
H (-6.19, -26.20, -3.41)
C (-5.35, -24.86, -6.50)
O (-4.48, -24.26, -5.55)
H (-5.31, -24.31, -7.44)
H (-5.00, -25.88, -6.69)
H (-6.37, -24.96, -6.11)
H (-4.81, -24.55, -4.68)
O (-8.38, -27.47, -6.44)
H (-8.89, -27.11, -7.18)
H (-8.76, -28.34, -6.29)
O (-5.42, -28.78, -5.64)
H (-5.84, -29.43, -6.21)
H (-6.13, -28.19, -5.37)

As for the SMILES: CC1(C)CCCC(C)(C)N1O.CC1(C)CCCC(C)(C)N1O.CC1(C)CCCC(C)(C)N1O.CO.CO.CO.CO.O.O. The value obtained for the energy above the lowest of the compared OMol25 structures with the same formula, charge and spin is 0.0 kJ/mol. The frontier orbital gap is 8.2 eV.


Formula: C31H79N6O14V
Source: OMol25
Level of theory: ωB97M-V/def2-TZVPD

CARTESIAN COORDINATES (ANGSTROEM)
O (-6.58, 3.88, -25.49)
V (-7.87, 2.91, -25.45)
O (-8.61, 2.92, -24.01)
O (-8.39, 0.61, -28.85)
C (-8.27, 1.39, -27.78)
O (-7.48, 2.32, -27.67)
O (-8.98, 1.31, -26.79)
H (-9.07, 0.03, -28.50)
C (-10.15, -1.76, -30.06)
O (-10.44, -1.20, -28.81)
C (-11.00, -2.13, -27.92)
C (-11.65, -1.57, -26.64)
N (-10.58, -1.09, -25.73)
C (-11.27, -0.56, -24.57)
C (-10.13, -0.15, -23.57)
O (-10.57, 0.46, -22.36)
C (-11.30, -0.43, -21.53)
H (-11.06, -1.92, -30.64)
H (-9.57, -2.68, -30.08)
H (-9.70, -0.94, -30.62)
H (-10.26, -2.87, -27.61)
H (-11.85, -2.65, -28.36)
H (-12.22, -2.37, -26.18)
H (-12.32, -0.77, -26.97)
H (-10.01, -0.41, -26.20)
H (-12.00, -1.26, -24.16)
H (-11.90, 0.27, -24.90)
H (-9.50, 0.49, -24.19)
H (-9.52, -0.99, -23.27)
H (-12.20, -0.77, -22.05)
H (-11.66, 0.10, -20.64)
H (-10.67, -1.26, -21.22)
C (-5.96, 1.02, -23.60)
O (-6.29, 1.15, -25.01)
C (-5.75, 0.10, -25.82)
C (-6.59, -1.23, -25.85)
N (-6.04, -2.03, -24.73)
C (-6.55, -3.37, -24.89)
C (-7.99, -3.53, -24.26)
O (-7.91, -3.19, -22.86)
C (-9.09, -3.60, -22.20)
H (-6.53, 1.68, -22.94)
H (-4.91, 0.93, -23.31)
H (-6.24, -0.01, -23.39)
H (-4.70, -0.09, -25.59)
H (-5.81, 0.44, -26.85)
H (-6.52, -1.76, -26.80)
H (-7.64, -0.97, -25.66)
H (-6.40, -1.71, -23.84)
H (-5.85, -4.01, -24.36)
H (-6.51, -3.65, -25.94)
H (-8.18, -4.59, -24.44)
H (-8.72, -2.90, -24.76)
H (-9.98, -3.53, -22.81)
H (-9.21, -2.93, -21.35)
H (-9.04, -4.63, -21.86)
C (-9.35, 9.60, -17.07)
O (-8.87, 8.32, -17.46)
C (-7.45, 8.18, -17.55)
C (-7.20, 6.67, -17.74)
N (-5.86, 6.54, -18.37)
C (-5.40, 5.15, -18.52)
C (-6.37, 4.20, -19.18)
O (-6.87, 4.79, -20.38)
C (-7.71, 3.88, -21.04)
H (-10.40, 9.59, -16.79)
H (-9.35, 10.13, -18.02)
H (-8.84, 10.11, -16.25)
H (-6.99, 8.60, -16.65)
H (-7.15, 8.72, -18.46)
H (-8.06, 6.32, -18.31)
H (-7.24, 6.18, -16.77)
H (-5.66, 7.12, -19.17)
H (-5.14, 4.70, -17.56)
H (-4.41, 5.23, -18.97)
H (-7.26, 4.10, -18.55)
H (-5.93, 3.24, -19.43)
H (-8.43, 3.46, -20.33)
H (-7.16, 3.06, -21.51)
H (-8.24, 4.49, -21.76)
C (-10.25, 5.97, -24.53)
C (-10.56, 4.93, -25.63)
C (-11.58, 5.45, -26.64)
O (-11.83, 4.49, -27.65)
C (-12.70, 3.38, -27.36)
N (-9.30, 4.55, -26.25)
H (-11.08, 6.08, -23.83)
H (-9.91, 6.91, -24.98)
H (-9.39, 5.59, -23.99)
H (-10.98, 4.01, -25.22)
H (-11.18, 6.32, -27.16)
H (-12.48, 5.80, -26.13)
H (-13.55, 3.77, -26.79)
H (-12.22, 2.64, -26.72)
H (-13.14, 2.88, -28.22)
H (-9.03, 5.43, -26.66)
H (-9.46, 4.09, -27.13)
C (-0.22, 1.82, -29.30)
C (-1.20, 0.98, -28.54)
C (-2.67, 1.49, -28.63)
O (-2.80, 2.46, -27.57)
C (-4.08, 3.02, -27.50)
N (-1.14, -0.32, -29.12)
H (-0.22, 2.86, -29.00)
H (-0.41, 1.75, -30.37)
H (0.81, 1.53, -29.07)
H (-0.91, 0.84, -27.50)
H (-3.40, 0.70, -28.46)
H (-2.86, 1.92, -29.61)
H (-4.33, 3.75, -28.27)
H (-4.22, 3.68, -26.64)
H (-4.85, 2.26, -27.52)
H (-1.26, -0.16, -30.11)
H (-1.89, -0.90, -28.78)
C (-6.03, 6.66, -27.44)
C (-7.16, 7.72, -27.78)
C (-6.99, 8.40, -29.16)
O (-7.84, 9.49, -29.35)
C (-7.49, 10.60, -28.59)
N (-8.53, 7.05, -27.71)
H (-5.05, 7.00, -27.80)
H (-6.28, 5.71, -27.91)
H (-5.94, 6.48, -26.37)
H (-7.10, 8.44, -26.97)
H (-7.16, 7.64, -29.93)
H (-5.94, 8.61, -29.32)
H (-7.48, 10.47, -27.51)
H (-8.00, 11.52, -28.88)
H (-6.45, 10.85, -28.83)
H (-9.12, 7.86, -27.89)
H (-8.77, 6.65, -28.61)

As for the net charge: +1. The frontier orbital gap (spin up / spin down) is 7.6 / 2.4 eV. Its multiplicity is 2.


Formula: C31H82N7O15
Source: OMol25
Level of theory: ωB97M-V/def2-TZVPD

CARTESIAN COORDINATES (ANGSTROEM)
C (-19.73, 23.26, 29.83)
N (-19.35, 23.70, 31.22)
C (-20.53, 23.45, 32.12)
C (-18.31, 22.72, 31.69)
C (-18.90, 25.13, 31.19)
C (-18.41, 25.71, 32.51)
O (-19.43, 25.75, 33.47)
H (-20.31, 22.34, 29.75)
H (-18.84, 23.25, 29.21)
H (-20.48, 23.96, 29.47)
H (-21.24, 24.24, 31.89)
H (-20.21, 23.59, 33.15)
H (-20.95, 22.47, 31.94)
H (-17.43, 22.81, 31.06)
H (-18.76, 21.74, 31.61)
H (-17.98, 22.98, 32.70)
H (-19.76, 25.67, 30.80)
H (-18.16, 25.20, 30.39)
H (-18.00, 26.71, 32.35)
H (-17.52, 25.19, 32.90)
H (-19.20, 26.35, 34.20)
C (-19.21, 22.42, 35.60)
C (-20.41, 22.98, 36.36)
C (-21.13, 21.85, 37.13)
C (-22.20, 22.45, 38.07)
C (-23.25, 21.44, 38.50)
C (-23.97, 21.81, 39.80)
H (-19.42, 21.79, 34.73)
H (-18.63, 21.79, 36.27)
H (-18.63, 23.26, 35.20)
H (-20.08, 23.77, 37.05)
H (-21.05, 23.56, 35.68)
H (-20.38, 21.27, 37.67)
H (-21.51, 21.29, 36.28)
H (-21.67, 22.75, 38.98)
H (-22.69, 23.31, 37.60)
H (-23.96, 21.29, 37.69)
H (-22.71, 20.52, 38.76)
H (-23.31, 21.92, 40.66)
H (-24.58, 22.70, 39.65)
H (-24.61, 20.96, 40.06)
C (-18.36, 28.32, 26.35)
C (-18.68, 27.00, 27.00)
O (-17.44, 26.39, 27.35)
O (-17.76, 29.10, 27.40)
H (-19.19, 28.88, 25.91)
H (-17.64, 28.15, 25.55)
H (-19.12, 26.40, 26.20)
H (-19.41, 27.11, 27.79)
H (-16.92, 27.05, 27.82)
H (-17.48, 29.96, 27.07)
C (-16.62, 28.79, 34.95)
C (-17.79, 28.47, 35.89)
O (-18.90, 27.99, 35.15)
O (-16.94, 29.79, 33.99)
H (-16.40, 27.88, 34.37)
H (-15.68, 29.09, 35.43)
H (-18.14, 29.33, 36.46)
H (-17.45, 27.78, 36.66)
H (-19.53, 28.73, 34.99)
H (-17.65, 29.45, 33.38)
C (-23.66, 21.56, 30.14)
C (-23.05, 20.57, 31.17)
O (-22.83, 21.15, 32.44)
O (-22.77, 22.64, 29.92)
H (-24.60, 21.87, 30.62)
H (-23.91, 21.07, 29.20)
H (-22.07, 20.29, 30.79)
H (-23.66, 19.66, 31.26)
H (-23.70, 21.42, 32.77)
H (-23.18, 23.28, 29.33)
C (-22.90, 25.05, 26.64)
C (-24.42, 25.12, 26.89)
O (-24.82, 26.19, 27.76)
O (-22.15, 24.49, 27.69)
H (-22.43, 26.01, 26.40)
H (-22.78, 24.38, 25.78)
H (-24.84, 24.17, 27.21)
H (-24.85, 25.43, 25.94)
H (-24.92, 27.01, 27.28)
H (-22.05, 25.12, 28.43)
O (-15.21, 24.19, 33.02)
C (-14.91, 23.51, 33.98)
N (-14.21, 24.02, 35.03)
C (-15.40, 22.09, 34.21)
H (-13.97, 25.00, 34.98)
H (-14.07, 23.50, 35.87)
H (-14.86, 21.56, 35.00)
H (-15.21, 21.51, 33.31)
H (-16.44, 22.07, 34.52)
O (-17.94, 19.31, 30.30)
C (-18.97, 18.71, 30.09)
N (-19.93, 18.61, 31.06)
C (-19.24, 17.97, 28.80)
H (-19.73, 18.94, 31.98)
H (-20.69, 17.97, 30.95)
H (-19.79, 18.47, 28.01)
H (-19.88, 17.09, 28.97)
H (-18.34, 17.49, 28.41)
O (-21.94, 26.22, 29.79)
C (-22.63, 26.80, 30.64)
N (-23.94, 26.91, 30.48)
C (-21.96, 27.36, 31.86)
H (-24.50, 27.49, 31.08)
H (-24.31, 26.62, 29.57)
H (-21.00, 27.82, 31.67)
H (-21.80, 26.63, 32.66)
H (-22.53, 28.07, 32.48)
O (-18.71, 29.07, 32.16)
C (-18.57, 29.51, 31.00)
N (-17.37, 29.24, 30.42)
C (-19.54, 30.40, 30.29)
H (-16.73, 28.56, 30.78)
H (-17.28, 29.56, 29.46)
H (-19.21, 31.41, 30.53)
H (-20.53, 30.30, 30.72)
H (-19.58, 30.17, 29.22)
O (-21.23, 29.23, 35.63)
C (-22.19, 28.49, 35.46)
N (-22.07, 27.16, 35.51)
C (-23.59, 29.04, 35.22)
H (-22.85, 26.55, 35.41)
H (-21.14, 26.81, 35.70)
H (-24.27, 28.20, 35.09)
H (-23.55, 29.71, 34.37)
H (-23.93, 29.55, 36.12)
O (-13.55, 22.87, 28.46)
C (-14.28, 21.89, 28.31)
N (-14.00, 20.89, 27.45)
C (-15.58, 21.82, 29.05)
H (-13.17, 20.89, 26.88)
H (-14.47, 20.03, 27.65)
H (-15.54, 21.47, 30.09)
H (-16.34, 21.25, 28.51)
H (-15.92, 22.85, 29.16)

As for the net charge: +1. The frontier orbital gap is 9.2 eV.